A 3-piece molecular cluster, C3H10O3 overall in a non-equilibrium geometry. Source: the OMol25 dataset; level of theory: ωB97M-V/def2-TZVPD.

The calculation puts the LUMO energy at 0.411 eV. As for the SMILES: C=CCO.O.O. The energy is -9413.6134 eV. Its orbital gap is 9.54 eV. The energy relative to the best compared isomer or geometry (same formula, charge and spin) is 185.2 kJ/mol.

Cartesian coordinates (Å):
C -2.3563 -0.5498 1.2614
C -1.3289 -0.0423 0.5951
C -0.6426 1.2398 0.9364
O 0.6580 0.8636 1.3681
H -2.9012 -1.5948 1.1364
H -2.6717 -0.0074 2.1201
H -0.7543 -0.4736 -0.2322
H -0.2529 1.9023 0.1380
H -1.1438 1.8617 1.6442
H 1.2520 0.4239 0.7109
O 0.6674 -0.8757 -2.5055
H 0.3339 -1.4540 -3.0826
H 0.9050 -0.0909 -2.9833
O 2.5070 -0.1064 -0.3069
H 3.1308 -0.4263 0.2923
H 2.5976 -0.6701 -1.0926



An isolated ion of composition C4H9N2O2 and charge -1 in a non-equilibrium geometry. Source: the OMol25 dataset; level of theory: ωB97M-V/def2-TZVPD.

The total charge is -1. The calculation puts the LUMO energy at 3.596 eV. As for the SMILES: NC(=O)NCCC[O-]. The energy is -11369.3685 eV. Its orbital gap is 6.08 eV. The energy relative to the best compared isomer or geometry (same formula, charge and spin) is 173.4 kJ/mol.

Cartesian coordinates (Å):
N 1.9946 1.0480 -0.9953
C 0.8040 1.5879 -1.3973
O 0.6987 2.7100 -1.8690
N -0.2970 0.7682 -1.2434
C -0.1781 -0.5428 -0.6331
C -0.1232 -0.6545 0.8808
C -1.4575 -1.1060 1.5607
O -1.3075 -1.2527 2.9013
H 2.7341 1.7150 -1.0775
H 1.9589 0.3556 -0.2645
H -1.1626 1.2126 -1.0035
H 0.5442 -1.1868 -1.1524
H -1.0628 -1.1466 -0.9091
H 0.5646 -1.3975 1.2960
H 0.2083 0.2294 1.4318
H -2.1651 -0.2681 1.3948
H -1.7535 -2.0717 1.0796